# 1
{"formula": "C26H76N10O12", "method": "wB97M-V/def2-TZVPD", "elements": ["N", "C", "N", "O", "H", "H", "H", "H", "N", "C", "N", "O", "H", "H", "H", "H", "N", "C", "N", "O", "H", "H", "H", "H", "N", "C", "N", "O", "H", "H", "H", "H", "N", "C", "N", "O", "H", "H", "H", "H", "C", "C", "C", "O", "H", "H", "H", "H", "H", "H", "H", "H", "C", "C", "C", "O", "H", "H", "H", "H", "H", "H", "H", "H", "C", "C", "C", "O", "H", "H", "H", "H", "H", "H", "H", "H", "C", "C", "C", "O", "H", "H", "H", "H", "H", "H", "H", "H", "C", "C", "C", "O", "H", "H", "H", "H", "H", "H", "H", "H", "C", "C", "C", "O", "H", "H", "H", "H", "H", "H", "H", "H", "C", "C", "C", "O", "H", "H", "H", "H", "H", "H", "H", "H"], "positions_angstrom": [[-3.34, 3.15, -1.39], [-2.46, 2.41, -1.91], [-1.30, 3.01, -1.84], [-2.73, 1.15, -2.38], [-4.31, 2.85, -1.29], [-3.21, 4.16, -1.33], [-0.63, 2.65, -2.62], [-1.08, 3.93, -1.38], [-0.80, -4.01, -4.15], [0.08, -3.22, -3.70], [-0.13, -2.79, -2.50], [1.15, -2.80, -4.52], [-0.67, -4.54, -4.98], [-1.66, -4.35, -3.65], [0.84, -2.38, -2.12], [-0.83, -3.16, -1.90], [0.99, -0.62, 0.41], [0.11, 0.29, -0.02], [0.65, 1.30, -0.61], [-1.23, 0.02, -0.04], [0.55, -1.54, 0.64], [1.66, -0.36, 1.07], [0.03, 2.04, -0.99], [1.60, 1.29, -0.77], [2.04, -1.58, -1.75], [2.94, -2.49, -1.88], [3.12, -3.26, -0.88], [3.59, -2.59, -3.04], [1.89, -0.92, -2.53], [1.68, -1.13, -0.86], [3.98, -3.79, -0.86], [2.59, -3.17, -0.02], [1.41, -0.09, -3.98], [0.35, 0.52, -3.60], [-0.71, -0.13, -3.23], [0.32, 1.91, -3.61], [2.13, 0.49, -4.39], [1.40, -1.14, -4.16], [-1.43, 0.44, -2.76], [-0.66, -1.11, -2.93], [-3.51, 1.37, 1.84], [-4.05, 0.00, 1.48], [-3.58, -1.08, 2.38], [-5.25, 0.03, 1.38], [-3.46, 1.66, 2.86], [-3.96, 2.00, 1.17], [-2.45, 1.39, 1.48], [-3.60, -0.22, 0.53], [-3.87, -0.77, 3.36], [-2.49, -1.27, 2.31], [-4.15, -1.92, 2.13], [-5.40, -0.80, 0.84], [-0.24, -2.83, 2.62], [-0.27, -3.62, 1.34], [-1.48, -3.23, 0.42], [0.78, -3.66, 0.72], [0.64, -2.90, 3.26], [-1.04, -3.30, 3.05], [-0.28, -1.80, 2.33], [-0.59, -4.63, 1.53], [-2.38, -3.07, 0.94], [-1.68, -3.87, -0.43], [-1.17, -2.25, 0.07], [0.72, -4.28, -0.05], [-3.09, -2.00, -2.38], [-4.47, -1.86, -1.80], [-5.55, -2.62, -2.64], [-4.54, -2.28, -0.64], [-2.47, -1.41, -1.74], [-2.92, -1.64, -3.45], [-2.69, -2.94, -2.37], [-4.65, -0.81, -1.69], [-6.52, -2.13, -2.56], [-5.63, -3.58, -2.19], [-5.30, -2.98, -3.71], [-4.20, -3.14, -0.57], [1.68, 4.40, -0.82], [0.47, 4.68, 0.10], [1.10, 5.50, 1.25], [-0.51, 5.33, -0.35], [1.42, 3.61, -1.45], [2.59, 4.09, -0.29], [1.89, 5.21, -1.48], [0.04, 3.83, 0.54], [0.36, 5.89, 1.95], [1.59, 6.42, 1.02], [1.79, 4.86, 1.82], [-1.22, 5.47, 0.30], [-0.68, 2.72, 3.10], [-0.14, 1.88, 4.19], [-0.88, 0.54, 4.16], [1.12, 1.92, 4.25], [-0.47, 2.35, 2.07], [-0.25, 3.67, 3.20], [-1.72, 2.72, 3.19], [-0.47, 2.38, 5.09], [-1.91, 0.53, 4.06], [-0.44, -0.06, 4.99], [-0.68, 0.00, 3.22], [1.37, 2.23, 5.10], [3.59, -1.53, 2.27], [2.76, -0.59, 3.11], [3.54, -0.13, 4.27], [2.36, 0.41, 2.42], [3.05, -1.75, 1.33], [3.61, -2.53, 2.68], [4.51, -1.14, 2.10], [1.93, -1.18, 3.46], [3.83, -0.90, 4.95], [3.02, 0.67, 4.81], [4.36, 0.54, 3.89], [2.13, 1.15, 3.00], [3.86, 0.68, -0.26], [4.03, 1.49, -1.45], [5.24, 1.00, -2.03], [3.09, 1.46, -2.27], [4.73, 0.88, 0.32], [3.76, -0.35, -0.53], [3.00, 1.01, 0.28], [3.96, 2.51, -1.18], [5.31, -0.05, -2.34], [6.11, 1.28, -1.48], [5.61, 1.54, -2.81], [3.40, 1.38, -3.15]], "total_energy_ev": -67655.3950, "e_homo_ev": -8.553, "smiles": "NC(N)=O.NC(N)=O.NC(N)=O.NC(N)=O.NC(N)=O.CC(C)O.CC(C)O.CC(C)O.CC(C)O.CC(C)O.CC(C)O.CC(C)O", "orbital_gap_ev": 8.7, "fmax_ev_per_a": 13.80, "charge": 0, "relative_energy_kj_mol": 1531.6}

=====

# 2
{"formula": "C26H76N5O13Zn", "method": "wB97M-V/def2-TZVPD", "elements": ["Zn", "O", "C", "O", "O", "H", "C", "C", "C", "O", "C", "N", "H", "H", "H", "H", "H", "H", "H", "H", "H", "H", "H", "C", "C", "C", "O", "C", "N", "H", "H", "H", "H", "H", "H", "H", "H", "H", "H", "H", "C", "C", "C", "O", "C", "N", "H", "H", "H", "H", "H", "H", "H", "H", "H", "H", "H", "C", "C", "C", "O", "C", "N", "H", "H", "H", "H", "H", "H", "H", "H", "H", "H", "H", "C", "C", "C", "O", "C", "N", "H", "H", "H", "H", "H", "H", "H", "H", "H", "H", "H", "C", "O", "H", "H", "H", "H", "C", "O", "H", "H", "H", "H", "C", "O", "H", "H", "H", "H", "C", "O", "H", "H", "H", "H", "C", "O", "H", "H", "H", "H"], "positions_angstrom": [[10.89, 17.05, -21.47], [13.09, 17.93, -17.90], [12.78, 18.08, -19.23], [11.88, 17.30, -19.70], [13.34, 19.01, -19.83], [13.82, 18.59, -17.76], [14.65, 18.16, -23.38], [13.14, 18.17, -23.22], [12.47, 18.12, -24.56], [12.80, 16.89, -25.16], [12.27, 16.74, -26.47], [12.71, 16.93, -22.45], [14.95, 17.28, -23.96], [15.18, 18.12, -22.43], [14.98, 19.07, -23.90], [12.88, 19.10, -22.71], [12.79, 18.93, -25.21], [11.37, 18.18, -24.42], [12.79, 17.37, -27.21], [11.21, 17.00, -26.55], [12.40, 15.70, -26.75], [13.48, 16.75, -21.81], [12.73, 16.21, -23.19], [20.49, 17.84, -17.15], [19.57, 17.40, -18.28], [18.15, 17.71, -17.97], [17.79, 17.09, -16.74], [16.44, 17.11, -16.53], [19.90, 18.04, -19.61], [20.19, 17.35, -16.21], [20.50, 18.92, -17.00], [21.50, 17.49, -17.35], [19.66, 16.32, -18.41], [17.48, 17.34, -18.78], [17.99, 18.82, -17.94], [16.23, 16.65, -15.56], [15.87, 16.45, -17.22], [16.00, 18.12, -16.60], [19.96, 19.07, -19.46], [20.91, 17.89, -19.77], [8.87, 20.57, -20.10], [9.48, 19.18, -20.21], [8.46, 18.07, -20.37], [9.12, 16.84, -20.37], [8.30, 15.75, -20.07], [10.46, 19.05, -21.39], [9.58, 21.34, -20.35], [8.47, 20.72, -19.09], [8.00, 20.67, -20.77], [10.06, 18.98, -19.30], [7.92, 18.17, -21.33], [7.71, 18.10, -19.57], [8.60, 14.96, -20.74], [7.25, 16.03, -20.17], [8.46, 15.45, -19.04], [10.05, 19.46, -22.24], [11.26, 19.67, -21.13], [12.42, 24.48, -21.20], [12.39, 23.23, -22.03], [13.39, 23.39, -23.18], [13.76, 22.14, -23.70], [14.69, 22.29, -24.76], [12.66, 22.04, -21.15], [13.25, 24.48, -20.48], [11.51, 24.61, -20.60], [12.50, 25.39, -21.81], [11.38, 23.14, -22.46], [14.31, 23.90, -22.86], [12.92, 23.96, -23.99], [14.35, 22.99, -25.53], [14.78, 21.30, -25.24], [15.70, 22.54, -24.42], [13.61, 22.16, -20.72], [12.79, 21.22, -21.74], [12.16, 19.58, -14.59], [13.36, 19.09, -13.82], [13.77, 17.74, -14.22], [12.75, 16.86, -14.06], [13.07, 15.64, -14.65], [14.44, 20.02, -14.00], [11.90, 20.60, -14.32], [11.27, 19.00, -14.39], [12.39, 19.60, -15.66], [13.05, 19.11, -12.76], [14.62, 17.37, -13.64], [14.04, 17.81, -15.28], [13.97, 15.19, -14.20], [13.26, 15.76, -15.73], [12.21, 14.98, -14.50], [14.50, 20.27, -14.99], [15.34, 19.66, -13.71], [11.44, 13.86, -22.18], [11.22, 14.89, -21.22], [11.67, 14.27, -23.16], [12.28, 13.24, -21.87], [10.52, 13.27, -22.29], [11.15, 14.41, -20.34], [12.06, 13.91, -18.19], [10.70, 13.63, -18.75], [12.47, 14.78, -18.70], [12.02, 14.17, -17.13], [12.72, 13.05, -18.35], [10.34, 12.85, -18.32], [15.89, 21.13, -17.00], [14.74, 20.33, -17.02], [15.82, 21.96, -17.70], [16.14, 21.48, -15.99], [16.72, 20.54, -17.39], [14.00, 20.84, -17.40], [9.39, 17.87, -16.30], [9.87, 19.03, -16.93], [8.47, 18.14, -15.78], [9.13, 17.10, -17.03], [10.08, 17.50, -15.53], [10.78, 18.81, -17.21], [16.33, 20.89, -20.40], [15.13, 21.22, -19.83], [16.55, 21.50, -21.29], [17.16, 20.92, -19.69], [16.37, 19.89, -20.87], [14.66, 20.40, -19.56]], "total_energy_ev": -110674.0126, "e_homo_ev": -10.433, "orbital_gap_ev": 7.7, "fmax_ev_per_a": 2.41, "charge": 1}

=====

# 3
{"formula": "C26H76O19", "method": "wB97M-V/def2-TZVPD", "elements": ["C", "C", "C", "O", "H", "H", "H", "H", "H", "H", "H", "H", "C", "C", "C", "O", "H", "H", "H", "H", "H", "H", "H", "H", "O", "C", "C", "O", "H", "H", "H", "H", "H", "H", "O", "C", "C", "O", "H", "H", "H", "H", "H", "H", "O", "C", "C", "O", "H", "H", "H", "H", "H", "H", "O", "C", "C", "O", "H", "H", "H", "H", "H", "H", "O", "C", "C", "O", "H", "H", "H", "H", "H", "H", "O", "C", "C", "O", "H", "H", "H", "H", "H", "H", "O", "C", "C", "O", "H", "H", "H", "H", "H", "H", "C", "C", "O", "H", "H", "H", "H", "H", "H", "C", "C", "O", "H", "H", "H", "H", "H", "H", "C", "C", "O", "H", "H", "H", "H", "H", "H"], "positions_angstrom": [[-1.34, -0.03, 0.29], [-0.93, 1.44, 0.15], [0.32, 1.57, -0.73], [-2.00, 2.22, -0.55], [-1.25, -0.61, -0.64], [-2.40, -0.04, 0.52], [-0.77, -0.58, 1.05], [-0.75, 1.96, 1.12], [-0.04, 1.27, -1.77], [1.09, 0.93, -0.27], [0.77, 2.53, -0.69], [-2.81, 2.22, 0.04], [0.85, 4.80, 1.64], [1.83, 3.93, 2.34], [1.35, 3.74, 3.76], [1.99, 2.64, 1.70], [1.12, 4.99, 0.58], [0.86, 5.81, 2.17], [-0.12, 4.32, 1.63], [2.82, 4.44, 2.32], [0.36, 3.26, 3.83], [1.28, 4.68, 4.24], [2.10, 3.17, 4.34], [2.20, 2.80, 0.79], [1.66, -2.24, -0.87], [2.42, -1.90, 0.33], [2.36, -3.13, 1.22], [1.09, -3.52, 1.68], [1.47, -1.43, -1.35], [3.40, -1.53, 0.01], [1.91, -1.02, 0.84], [2.85, -2.90, 2.14], [2.87, -3.88, 0.62], [0.51, -3.70, 0.90], [1.20, -2.83, -4.96], [2.07, -1.69, -5.14], [2.55, -1.08, -3.79], [1.40, -0.51, -3.08], [0.45, -2.57, -4.43], [2.99, -2.01, -5.61], [1.56, -0.88, -5.75], [3.34, -0.31, -3.90], [2.82, -1.95, -3.20], [0.82, -0.12, -3.74], [0.33, 3.58, -5.14], [-0.27, 4.81, -4.50], [-0.72, 4.47, -3.08], [-1.61, 3.36, -3.02], [1.22, 3.53, -4.82], [0.41, 5.64, -4.37], [-1.15, 5.08, -5.14], [-1.24, 5.39, -2.71], [0.12, 4.36, -2.39], [-1.80, 3.20, -2.08], [-0.57, -0.03, 4.68], [-0.21, -1.31, 4.20], [-0.11, -2.40, 5.29], [-1.23, -2.20, 6.11], [-1.44, -0.20, 5.19], [-0.90, -1.50, 3.38], [0.81, -1.19, 3.76], [0.85, -2.19, 5.86], [-0.04, -3.44, 4.95], [-1.19, -2.86, 6.78], [-4.72, -1.31, 2.30], [-4.59, -0.31, 3.33], [-3.76, 0.94, 3.03], [-4.21, 1.78, 1.97], [-4.83, -0.78, 1.52], [-5.60, 0.02, 3.66], [-4.10, -0.77, 4.15], [-2.74, 0.66, 2.76], [-3.75, 1.54, 3.95], [-4.82, 2.41, 2.33], [-0.40, 0.76, -4.80], [-1.67, 0.45, -5.42], [-2.88, 0.78, -4.55], [-2.75, 0.30, -3.25], [-0.34, 1.69, -4.60], [-1.73, 1.02, -6.34], [-1.56, -0.59, -5.76], [-3.76, 0.32, -5.03], [-3.10, 1.83, -4.50], [-2.41, 1.01, -2.66], [-1.90, -2.39, -3.49], [-2.30, -3.34, -2.53], [-1.13, -4.05, -1.93], [-0.62, -3.55, -0.72], [-2.12, -1.50, -3.26], [-2.92, -2.92, -1.70], [-2.85, -4.10, -3.12], [-0.41, -4.19, -2.71], [-1.47, -5.07, -1.69], [0.10, -2.96, -0.98], [3.70, 0.23, 3.82], [4.80, 0.40, 2.69], [4.54, 1.53, 1.84], [2.73, 0.60, 3.46], [3.98, 0.97, 4.62], [3.69, -0.83, 4.21], [4.89, -0.48, 2.08], [5.83, 0.46, 3.07], [3.62, 1.85, 1.86], [-1.93, -5.60, 2.90], [-3.22, -6.06, 3.47], [-3.87, -4.91, 3.98], [-1.38, -6.46, 2.47], [-1.33, -5.25, 3.69], [-2.11, -5.01, 2.00], [-3.12, -6.71, 4.36], [-3.84, -6.59, 2.73], [-4.14, -4.41, 3.22], [2.68, 2.77, -2.84], [3.53, 1.82, -1.98], [3.55, 2.21, -0.62], [1.57, 2.58, -2.67], [3.01, 2.64, -3.86], [2.82, 3.84, -2.67], [4.53, 1.89, -2.39], [3.04, 0.83, -2.03], [4.20, 1.68, -0.11]], "total_energy_ev": -67092.7664, "e_homo_ev": -9.425, "smiles": "CC(C)O.CC(C)O.OCCO.OCCO.OCCO.OCCO.OCCO.OCCO.OCCO.CCO.CCO.CCO", "orbital_gap_ev": 9.7, "fmax_ev_per_a": 2.71, "charge": 0}